This record from the Open Molecules 2025 dataset describes a cluster of 6 separate species, CH14O5 in total in a non-equilibrium geometry. The level of theory is ωB97M-V/def2-TZVPD.

Geometry as ORCA input:
```
! wB97M-V def2-TZVPD RIJCOSX def2/J DEFGRID3
* xyz 1 2
H 0.86572 0.22098 -2.33666
H 1.50967 4.82598 2.28071
H -0.11334 -1.51227 -0.51718
H 0.36031 -2.14714 0.71580
H -2.14466 -1.88163 1.28376
H -3.24866 -2.85158 0.91285
H -1.74451 0.34475 -0.77660
H -2.80556 1.28829 -0.31428
H 1.95758 4.09635 0.76485
O 0.32776 0.16136 -1.54059
O 3.83882 -1.00849 -0.82249
H 3.39779 -0.18873 -1.06620
H 4.62514 -1.05299 -1.37894
H 0.50531 3.55729 1.57324
H -0.52220 0.49376 -1.87925
O -3.00502 -2.22564 1.64987
O -2.36836 0.97327 -1.12127
C 1.52084 3.87462 1.75039
O -0.48170 -1.85555 0.32423
H 2.16168 3.18724 2.28666
*
```

HOMO level (spin up / spin down) = -14.2 / -14.2 eV
Lowest unoccupied orbital energy (spin up / spin down) = -4.27 / -11.87 eV

***

This record from the Open Molecules 2025 dataset describes a cluster of 6 separate species, CH14O5S in total in a non-equilibrium geometry. The level of theory is ωB97M-V/def2-TZVPD.

Geometry as ORCA input:
```
! wB97M-V def2-TZVPD RIJCOSX def2/J DEFGRID3
* xyz 0 1
H -0.81047 2.73591 2.18440
H 0.31599 3.34566 -4.78808
S 0.71194 1.57119 0.36418
H -4.02044 1.43132 -1.45635
H 2.60654 -1.35155 3.62090
H -1.15432 3.87992 -4.86887
H 0.80739 -5.96809 1.78201
O -3.04610 1.43593 -1.55807
H 0.89807 -4.39181 1.40459
H 1.77479 -2.26691 0.88255
H 0.27055 1.61528 -0.83162
C -0.77088 2.48409 1.17661
H -2.81255 0.58096 -1.14369
O 1.13554 -2.24893 0.13220
H 1.63472 -2.49319 -0.58782
H 2.25186 -2.69543 3.04707
H -1.77868 1.83468 1.15934
O 0.39643 -5.20813 1.21708
O 2.58686 -1.81449 2.72372
O -0.20383 4.15640 -4.88752
H -0.79341 3.36718 0.42739
*
```

HOMO level = -8.7 eV
Lowest unoccupied orbital energy = 0.21 eV
SMILES = CS.O.O.O.O.O

***

This record from the Open Molecules 2025 dataset describes a cluster of 6 separate species, CH14O6 in total in a non-equilibrium geometry. The level of theory is ωB97M-V/def2-TZVPD.

Geometry as ORCA input:
```
! wB97M-V def2-TZVPD RIJCOSX def2/J DEFGRID3
* xyz 0 1
O 0.39080 -0.75624 2.61186
H 1.45760 2.35922 1.93640
H 1.17353 0.84396 -3.32899
H -0.18095 -1.86450 1.08328
H -2.32579 1.93638 -0.85350
H 0.13463 1.48938 -1.14163
O 0.55695 0.63552 -2.61295
C -1.67376 1.16345 -0.44523
H 0.47722 -1.06335 3.51646
O 1.31123 -2.13289 -2.00884
H 0.32970 0.23498 2.63104
O -0.30742 1.61498 -0.29592
H 2.19457 -2.17959 -1.64099
O 0.62473 1.98652 2.15934
H -1.98120 0.94692 0.57923
O -0.69262 -2.25133 0.33877
H -1.55710 -2.40186 0.73544
H 0.77324 -2.31860 -1.26068
H -1.68579 0.26624 -1.05920
H 0.84416 -0.24055 -2.31110
H 0.13628 1.73135 1.36720
*
```

HOMO level = -10.3 eV
Lowest unoccupied orbital energy = 0.60 eV
SMILES = CO.O.O.O.O.O

***

This record from the Open Molecules 2025 dataset describes a cluster of 6 separate species, CH14O6 in total in a non-equilibrium geometry. The level of theory is ωB97M-V/def2-TZVPD.

Geometry as ORCA input:
```
! wB97M-V def2-TZVPD RIJCOSX def2/J DEFGRID3
* xyz 1 2
H 0.12220 1.55819 0.55081
O -0.40964 1.99748 1.27338
O -2.71427 -2.29503 1.60077
O 1.64219 -1.28294 2.71470
H -1.80269 -2.17628 1.87613
H -2.28749 1.15612 1.05756
H -0.31834 -1.48297 -5.48240
O 1.13854 1.67277 -1.96981
H 1.31211 -1.80878 3.45041
O 0.04352 -1.76686 -4.63167
C -1.77816 2.14064 0.99613
H 3.24590 0.08937 1.26180
H -0.59984 -2.46674 -4.45195
H 1.07706 -0.51242 2.62737
H -1.72570 2.48719 -0.06186
H 2.25761 -0.77786 0.58422
O 2.72371 0.05751 0.44961
H -2.85851 -1.89550 0.73985
H -2.10241 2.85557 1.74574
H 1.17153 1.22508 -2.82552
H 1.86267 1.22546 -1.50527
*
```

HOMO level (spin up / spin down) = -14.0 / -14.0 eV
Lowest unoccupied orbital energy (spin up / spin down) = -4.08 / -10.53 eV

***

So what do the calculations give for ΔE to the lowest compared entry with this formula, charge and spin? Going down the list: 0.845; 2.173; 0.111; 1.020 eV.